# 1
{
  "formula": "C4H16O4",
  "method": "wB97M-V/def2-TZVPD",
  "total_energy_ev": -12597.1016,
  "homo_ev": -10.10,
  "smiles": "C=CCC.O.O.O.O",
  "symbols": ["C", "C", "C", "C", "H", "H", "H", "H", "H", "H", "H", "H", "O", "H", "H", "O", "H", "H", "O", "H", "H", "O", "H", "H"],
  "xyz": [[0.671182, -2.617510, 0.053209], [0.221345, -1.404032, 0.397253], [-1.137180, -0.806440, 0.007514], [-1.969032, -0.522887, 1.297577], [1.683456, -2.995899, 0.179314], [-0.080862, -3.285566, -0.430723], [0.950197, -0.725489, 0.821794], [-1.637100, -1.648241, -0.490709], [-1.006939, 0.070536, -0.628734], [-2.854641, 0.066586, 1.106657], [-1.335770, -0.014267, 2.036826], [-2.214114, -1.514524, 1.717797], [1.491624, 2.015313, -1.588507], [0.815429, 2.633956, -1.261920], [0.965371, 1.306325, -1.998091], [1.640995, 1.738296, 1.287916], [2.433211, 1.932457, 1.796009], [1.923612, 1.735309, 0.355072], [-1.049282, 2.305765, 0.612042], [-1.278364, 1.424007, 0.943750], [-0.218098, 2.493787, 1.073649], [0.412589, -0.449433, -2.408958], [0.786621, -0.932949, -1.658835], [0.785753, -0.805102, -3.219892]],
  "forces_ev_per_angstrom": [[-1.6, -0.2, -0.5], [0.7, 0.3, -0.7], [0.1, -1.5, 1.4], [1.0, -0.8, -0.2], [-0.3, 0.2, 0.3], [0.9, 0.3, 0.3], [-0.1, 0.3, 0.4], [-0.1, 0.6, -0.5], [-0.1, -0.3, 0.1], [-0.3, 0.0, 0.0], [-0.2, -0.1, 0.0], [-0.2, 0.6, 0.0], [-0.4, 0.4, 0.3], [0.2, -0.2, -0.2], [0.2, -0.2, 0.0], [0.2, 0.0, -0.1], [0.0, 0.0, 0.1], [-0.2, 0.0, -0.1], [0.0, 0.0, 0.2], [0.1, 0.6, -0.2], [0.0, -0.1, -0.1], [-0.1, 0.3, -0.3], [0.1, -0.2, -0.2], [0.1, -0.1, 0.1]],
  "lowdin_charge": [-0.005, -0.212, -0.243, -0.107, 0.059, 0.076, 0.087, 0.105, 0.087, 0.075, 0.074, 0.088, -0.075, 0.044, 0.004, -0.068, 0.051, 0.019, -0.069, -0.029, 0.012, -0.055, 0.016, 0.065]
}



# 2
{
  "formula": "C4H16O4",
  "method": "wB97M-V/def2-TZVPD",
  "total_energy_ev": -12595.3116,
  "homo_ev": -9.82,
  "smiles": "CO.CO.CO.CO",
  "symbols": ["C", "O", "H", "H", "H", "H", "C", "O", "H", "H", "H", "H", "C", "O", "H", "H", "H", "H", "C", "O", "H", "H", "H", "H"],
  "xyz": [[-3.174432, 3.599870, -0.776540], [-2.770814, 4.141152, -2.048983], [-2.703268, 4.146906, 0.089627], [-4.228427, 3.734766, -0.589023], [-2.902256, 2.527117, -0.666512], [-3.031147, 5.071648, -2.099527], [2.747409, 0.575048, 0.754580], [2.069674, 0.007457, 1.884372], [3.398791, 1.368831, 1.093095], [3.286556, -0.123173, 0.105138], [1.982956, 1.105318, 0.187440], [2.639748, -0.678950, 2.234578], [-0.876970, -0.153009, -0.697482], [-0.438675, -1.119752, 0.278726], [-1.934800, -0.174810, -0.762323], [-0.585145, 0.818032, -0.295849], [-0.421380, -0.253604, -1.660505], [0.316383, -0.782506, 0.741782], [1.456196, -4.070392, 0.349620], [0.038954, -4.165295, 0.256900], [1.880748, -4.806422, 1.092370], [1.899835, -4.368449, -0.586647], [1.731644, -3.059485, 0.697537], [-0.381579, -3.340296, 0.417626]],
  "forces_ev_per_angstrom": [[0.8, 0.7, 0.9], [-0.1, -0.5, 0.6], [0.0, -0.5, -0.8], [-0.6, -0.3, -0.3], [-0.1, 0.8, -0.6], [0.0, -0.4, 0.2], [-0.6, 0.7, 0.2], [0.2, -0.3, -0.7], [0.6, 0.0, 0.1], [-0.2, -0.1, 0.3], [0.0, -0.3, -0.3], [0.0, -0.1, 0.3], [1.2, 0.4, 1.8], [-0.9, -0.5, -1.0], [-1.0, -0.2, -0.1], [-0.2, 0.3, -0.3], [0.3, -0.4, -0.6], [0.7, 0.4, 0.5], [-0.3, -0.2, 1.3], [0.7, -1.7, -0.1], [-0.7, 0.7, -0.4], [0.2, 0.4, -0.5], [0.2, -0.4, -0.5], [-0.2, 1.4, 0.1]],
  "lowdin_charge": [-0.160, -0.132, 0.085, 0.061, 0.073, 0.075, -0.139, -0.125, 0.071, 0.088, 0.071, 0.076, -0.114, -0.121, 0.064, 0.073, 0.074, 0.022, -0.158, -0.117, 0.085, 0.064, 0.064, 0.020]
}



# 3
{
  "formula": "C4H17CrN4O7",
  "method": "wB97M-V/def2-TZVPD",
  "total_energy_ev": -53137.1508,
  "homo_ev": [-10.36, -11.76],
  "s2": 6.00,
  "total_charge": 1,
  "multiplicity": 5,
  "symbols": ["Cr", "C", "C", "O", "O", "H", "H", "H", "C", "O", "N", "N", "H", "H", "H", "H", "C", "O", "N", "N", "H", "H", "H", "H", "O", "H", "H", "O", "H", "H", "O", "H", "H"],
  "xyz": [[0.198663, 0.487721, 0.371345], [2.446765, 1.693582, 3.673804], [1.522038, 1.157034, 2.592915], [1.068618, 1.988591, 1.750761], [1.065692, -0.020894, 2.537393], [3.066734, 0.931254, 4.140328], [1.784519, 1.988310, 4.491898], [2.973110, 2.536485, 3.245041], [-1.151946, -2.686081, 0.590754], [-0.482059, -1.661266, 0.464960], [-2.081612, -2.841360, 1.576808], [-1.052616, -3.726234, -0.284936], [-2.450921, -3.764000, 1.722704], [-2.071987, -2.239282, 2.379726], [-1.386406, -4.649084, -0.092644], [-0.595848, -3.552046, -1.158923], [-0.760422, 0.177747, -2.942927], [-0.683491, -0.079397, -1.724302], [-0.067586, -0.518041, -3.866672], [-1.559644, 1.198509, -3.367631], [0.571463, -1.193054, -3.483863], [0.060669, -0.122785, -4.780201], [-1.988614, 1.695576, -2.607336], [-1.536751, 1.605586, -4.283989], [0.263055, 2.313397, -0.818333], [0.306503, 2.586002, -1.745132], [0.889607, 2.893674, -0.344435], [-1.646993, 1.283670, 1.027344], [-2.033628, 2.013933, 0.529096], [-1.989631, 1.369363, 1.926139], [2.067647, -0.229016, -0.419106], [2.728566, -0.690696, 0.117575], [2.526507, 0.052802, -1.218158]],
  "forces_ev_per_angstrom": [[-0.2, -1.0, 0.9], [-0.8, -0.8, -0.1], [-1.1, -0.7, 0.2], [0.5, 0.8, -0.9], [1.0, 0.1, 0.3], [0.3, 0.0, -0.4], [0.0, 0.4, -0.1], [0.2, 0.1, 0.4], [-0.1, 0.2, 0.2], [-0.2, -0.1, -0.1], [0.1, -0.4, -0.1], [0.1, 0.4, 0.0], [-0.2, 0.0, 0.1], [0.3, 0.1, 0.0], [-0.2, -0.1, 0.0], [0.2, 0.0, 0.0], [-0.1, 0.4, 1.3], [-0.2, 0.0, -1.2], [-0.1, 0.2, 0.1], [0.3, -0.2, 0.4], [0.1, 0.0, -0.3], [0.1, -0.3, -0.2], [-0.2, 0.2, -0.2], [-0.1, -0.1, -0.1], [0.6, 1.3, -0.5], [-0.1, -0.2, 0.1], [-0.3, -0.2, 0.1], [-0.5, 0.0, -0.1], [0.2, -0.1, 0.0], [0.3, -0.1, 0.0], [0.3, -0.1, 0.0], [-0.3, 0.1, 0.2], [-0.2, 0.1, 0.1]],
  "lowdin_spin": [3.774, 0.001, 0.010, 0.023, 0.033, 0.000, 0.000, 0.000, 0.005, 0.029, 0.001, 0.002, 0.000, 0.000, 0.000, 0.000, 0.006, 0.024, 0.002, 0.003, 0.000, 0.000, 0.000, 0.000, 0.041, 0.004, 0.002, 0.016, 0.001, 0.001, 0.017, 0.001, 0.001]
}



# 4
{
  "formula": "C4H17N11",
  "method": "wB97M-V/def2-TZVPD",
  "total_energy_ev": -20795.3354,
  "homo_ev": -15.15,
  "total_charge": 2,
  "symbols": ["C", "C", "C", "C", "N", "N", "N", "N", "N", "N", "N", "N", "N", "N", "N", "H", "H", "H", "H", "H", "H", "H", "H", "H", "H", "H", "H", "H", "H", "H", "H", "H"],
  "xyz": [[-0.070683, -0.101445, 1.085324], [-0.105562, -1.586929, 0.700273], [0.555637, 0.298568, -1.646774], [-2.527347, 0.473408, 1.055037], [-0.978714, -1.945411, -0.552010], [-0.846353, -1.620216, -1.723981], [-1.188896, 0.728774, 1.232549], [-0.036975, -0.727111, -2.257486], [1.134403, 0.343229, 1.501955], [1.278661, -1.916393, 0.371811], [1.009564, 1.276252, -2.292395], [-3.326756, 1.412644, 1.528145], [-3.067945, -0.488193, 0.290998], [-0.772873, -2.171416, 1.728057], [4.024434, 2.188332, -1.483348], [-0.894695, 1.652441, 1.356962], [-0.160742, -0.721350, -3.180687], [1.335590, 1.254112, 1.822474], [1.826246, -0.447597, 1.353775], [1.625672, -2.696027, 0.796815], [1.301916, -2.113028, -0.640974], [1.008827, 1.508849, -3.298849], [1.492115, 2.060375, -1.730044], [-4.265002, 1.380763, 1.406384], [-2.990471, 2.115587, 2.270863], [-2.333805, -1.143346, -0.056970], [-4.007421, -0.773854, 0.155455], [-1.574217, -2.739112, 1.678711], [-0.259262, -2.315806, 2.513887], [4.981004, 1.976050, -1.884316], [3.809045, 1.650216, -0.638304], [4.024605, 3.187633, -1.463337]],
  "forces_ev_per_angstrom": [[1.8, 2.0, 0.2], [0.5, 1.2, -3.5], [-0.7, -1.1, 3.9], [-2.6, 0.3, -1.3], [0.4, -0.1, 1.7], [-0.8, -0.6, -0.3], [1.5, -3.1, -0.6], [1.0, 0.4, 2.4], [-2.7, -3.0, -1.1], [-1.4, 1.6, -2.0], [1.9, 4.0, -0.6], [4.2, 2.0, 2.8], [4.1, 0.3, 0.9], [-1.0, 0.1, 0.3], [1.3, -1.1, -1.4], [-0.3, 1.8, 0.4], [-0.7, -0.2, -4.9], [0.3, 0.9, 0.5], [-0.3, 1.3, -0.2], [0.8, -2.8, 1.7], [0.5, 0.3, 0.8], [0.0, -0.7, 0.3], [-0.8, -1.8, -1.4], [-3.4, -0.2, -0.6], [-0.7, -1.6, -1.7], [-1.2, -0.1, -0.2], [-1.1, 0.3, 0.4], [-0.8, -0.9, -0.9], [1.6, -0.6, 2.8], [-1.7, -0.2, 0.9], [0.7, 1.0, -0.3], [-0.3, 0.5, 0.9]],
  "lowdin_charge": [-0.158, -0.534, -0.194, -0.340, 0.051, 0.043, 0.200, 0.030, 0.233, 0.126, 0.126, 0.239, 0.262, 0.166, -0.007, 0.150, 0.103, 0.128, 0.144, 0.077, 0.112, 0.147, 0.127, 0.099, 0.202, 0.055, 0.146, 0.114, 0.087, 0.059, 0.005, 0.003]
}



# 5
{
  "formula": "C4H17N2O2",
  "method": "wB97M-V/def2-TZVPD",
  "total_energy_ev": -11490.6768,
  "homo_ev": -13.11,
  "total_charge": 1,
  "symbols": ["C", "N", "C", "N", "C", "C", "H", "H", "H", "H", "H", "H", "H", "H", "H", "H", "H", "H", "H", "H", "H", "O", "H", "H", "O"],
  "xyz": [[-1.399976, 0.394675, 0.222971], [-1.786760, -0.592016, 1.260933], [-0.037423, 0.892305, 0.531372], [0.850377, 0.492904, -0.789097], [2.190315, 0.743161, -0.572826], [0.206793, 2.340298, 0.665635], [-2.068734, 1.302924, -0.082166], [-1.505907, -0.164540, -0.751926], [-2.068531, -0.059434, 2.046567], [-2.475203, -1.322272, 1.068614], [0.512796, 0.255936, 1.458181], [0.400315, 0.894500, -1.585536], [0.627761, -0.584802, -0.884705], [2.754156, 0.304604, -1.513067], [2.659380, 0.247571, 0.342952], [2.632118, 1.726456, -0.438341], [-0.281549, 2.922668, 1.603880], [-0.413155, 2.784980, -0.184920], [1.266155, 2.494911, 0.805150], [-0.346795, -2.964023, 0.959201], [0.847671, -3.729138, 0.430106], [0.401550, -2.875223, 0.322087], [-1.403963, -1.798269, -2.327599], [-0.676043, -2.220131, -1.000788], [-0.885345, -1.488044, -1.586680]],
  "forces_ev_per_angstrom": [[-2.7, -0.2, -1.4], [0.2, 0.5, -0.7], [2.7, -2.3, 1.1], [-3.6, -2.9, 3.2], [6.5, -1.7, -1.4], [-2.9, 2.4, 1.6], [0.5, -1.2, 1.6], [0.7, 1.0, 1.5], [-0.5, 0.0, 1.2], [0.0, 0.9, -0.5], [-1.6, 1.5, -2.7], [0.0, 0.7, -0.8], [0.7, 2.4, 0.0], [-0.7, 0.8, 1.9], [-1.3, 0.0, -1.2], [-1.1, 0.6, -0.5], [0.9, -2.0, -1.9], [1.7, 0.2, 0.7], [0.1, 0.8, -0.6], [0.8, 0.5, -0.4], [0.1, 0.2, -0.3], [-0.9, -0.6, 0.9], [0.0, -0.4, -0.3], [0.2, -0.8, 0.1], [0.2, -0.3, -1.1]],
  "lowdin_charge": [-0.278, 0.026, -0.317, -0.006, -0.117, -0.079, 0.152, 0.084, 0.062, 0.088, 0.212, 0.161, 0.169, 0.149, 0.137, 0.090, 0.156, 0.116, 0.060, 0.073, 0.077, -0.058, 0.090, 0.019, -0.065]
}



# 6
{
  "formula": "C4H17N2O2",
  "method": "wB97M-V/def2-TZVPD",
  "total_energy_ev": -11491.7769,
  "homo_ev": -13.94,
  "total_charge": 1,
  "symbols": ["C", "N", "C", "N", "C", "C", "H", "H", "H", "H", "H", "H", "H", "H", "H", "H", "H", "H", "H", "H", "H", "O", "H", "H", "O"],
  "xyz": [[2.309278, -0.037395, -0.223115], [2.960274, 0.962523, -1.064836], [0.762867, -0.063674, -0.360427], [0.301520, 1.363544, -0.595709], [-0.580780, -2.054903, -0.113848], [-0.028614, -0.865463, 0.733715], [2.665342, 0.150794, 0.803625], [2.632096, -1.059192, -0.409521], [3.645173, 1.649177, -0.748539], [3.511032, 0.449651, -1.755659], [0.681005, -0.533731, -1.349601], [1.003971, 1.660103, -1.349925], [-0.658026, 1.361006, -0.924519], [0.531438, 1.978394, 0.186152], [0.001813, -2.895014, -0.492305], [-1.240813, -1.904606, -0.974491], [-1.340873, -2.333313, 0.655941], [-0.899765, -0.362799, 1.123116], [0.743497, -1.217483, 1.435621], [-1.890892, 4.267093, -0.235109], [-2.295525, 2.862698, -0.476825], [-1.491364, 3.399202, -0.385969], [-3.676831, -2.038739, 1.427890], [-4.069126, -2.749294, 2.710501], [-3.576701, -1.988567, 2.383847]],
  "forces_ev_per_angstrom": [[0.7, 0.8, 2.2], [0.2, -0.8, -2.1], [0.9, 0.7, 0.0], [2.2, -0.9, -1.1], [-2.5, -0.8, 2.1], [2.0, -0.5, -3.9], [-0.7, -0.1, 0.0], [0.2, 0.0, -0.3], [-0.7, -0.4, 1.1], [-0.5, 0.4, -0.2], [-0.7, 0.2, 0.2], [-1.0, 0.0, 0.7], [0.1, 0.7, 0.2], [-0.9, 0.0, 0.1], [0.7, 0.2, 0.9], [0.2, 1.3, 0.0], [0.5, -1.4, -0.8], [0.2, 0.4, 0.5], [-0.9, 0.2, 0.3], [0.4, 0.1, 0.0], [0.2, 0.1, 0.0], [-0.8, -0.1, 0.0], [-0.1, 0.0, 0.0], [0.0, 0.0, 0.1], [0.1, 0.0, -0.2]],
  "lowdin_charge": [-0.224, -0.001, -0.297, 0.183, -0.108, -0.136, 0.129, 0.129, 0.099, 0.093, 0.139, 0.166, 0.138, 0.160, 0.085, 0.078, 0.066, 0.108, 0.124, 0.066, 0.056, -0.059, 0.023, 0.044, -0.063]
}



# 7
{
  "formula": "C4H17N2O2",
  "method": "wB97M-V/def2-TZVPD",
  "total_energy_ev": -11492.6894,
  "homo_ev": -13.78,
  "total_charge": 1,
  "symbols": ["N", "C", "C", "N", "C", "C", "H", "H", "H", "H", "H", "H", "H", "H", "H", "H", "H", "H", "H", "H", "H", "O", "H", "H", "O"],
  "xyz": [[0.067112, 1.457430, 0.891078], [-0.089944, 1.118231, -0.533219], [0.698561, -0.130583, -0.886684], [1.092114, -0.867964, 0.342163], [2.215922, -1.791232, 0.061360], [-0.062883, -1.600811, 0.922178], [-0.707761, 1.094103, 1.434003], [0.092671, 2.452847, 1.037504], [1.399907, -0.171963, 1.026491], [0.317149, 1.965282, -1.086463], [-1.119948, 1.112207, -0.875083], [1.622422, 0.036695, -1.436743], [0.113427, -0.832896, -1.461626], [2.383410, -2.399034, 0.936033], [3.103252, -1.207537, -0.185941], [1.963295, -2.396949, -0.810096], [-0.017791, -1.636193, 2.005579], [-0.164871, -2.556854, 0.427243], [-0.975498, -1.088848, 0.677456], [-1.936481, -3.880795, -1.522074], [-2.333958, -2.470214, -1.937293], [-1.651151, -2.959952, -1.463529], [-1.301803, 5.075028, 1.387034], [-1.021246, 4.649328, -0.050652], [-1.604039, 4.464942, 0.693651]],
  "forces_ev_per_angstrom": [[-0.1, -0.6, -0.1], [0.2, 1.5, 0.3], [0.1, -0.5, -0.1], [0.2, -0.5, 0.1], [0.3, 0.1, -0.4], [-0.5, 0.1, 0.0], [0.0, 0.2, 0.0], [-0.1, 0.2, 0.0], [-0.2, 0.4, 0.0], [0.2, -0.1, -0.1], [-0.3, -0.5, 0.2], [0.0, 0.4, 0.0], [-0.2, -0.2, -0.3], [0.1, -0.2, 0.1], [-0.1, 0.0, 0.2], [-0.1, -0.1, 0.2], [0.4, -0.3, 0.0], [0.2, -0.3, 0.2], [-0.3, 0.4, -0.2], [0.1, 0.1, 0.0], [0.0, -0.1, 0.0], [-0.1, 0.0, 0.0], [-0.2, -0.2, -0.3], [-0.1, 0.2, -0.1], [0.5, 0.0, 0.3]],
  "lowdin_charge": [0.019, -0.214, -0.117, -0.211, 0.013, 0.002, 0.083, 0.063, 0.155, 0.122, 0.119, 0.134, 0.121, 0.108, 0.113, 0.117, 0.117, 0.089, 0.090, 0.057, 0.051, -0.056, 0.052, 0.033, -0.062]
}



# 8
{
  "formula": "C4H17N2O2",
  "method": "wB97M-V/def2-TZVPD",
  "total_energy_ev": -11492.0160,
  "homo_ev": -12.72,
  "total_charge": 1,
  "symbols": ["C", "C", "C", "C", "N", "N", "H", "H", "H", "H", "H", "H", "H", "H", "H", "H", "H", "H", "H", "H", "H", "O", "H", "H", "O"],
  "xyz": [[0.507784, -1.448104, -0.272192], [-1.024451, -1.391553, -0.416980], [-1.483384, -0.317794, -1.501072], [-1.249976, 2.199098, -1.651959], [-1.407410, 0.933125, -0.857022], [0.984061, -0.219268, 0.421613], [1.037183, -1.664789, -1.247005], [0.850448, -2.341607, 0.451913], [-1.416101, -2.435687, -0.851825], [-1.445810, -1.270272, 0.579924], [-2.441295, -0.632196, -1.920167], [-0.808064, -0.365756, -2.400365], [-0.402104, 2.233121, -2.408113], [-1.045207, 2.907090, -0.870677], [-2.140069, 2.518860, -2.344405], [-2.210686, 1.094476, -0.266613], [0.544937, 0.661686, -0.121693], [0.406467, -0.242388, 1.343966], [2.015850, -0.273854, 0.402193], [-1.300167, -0.884528, 3.348930], [0.050501, -0.801055, 3.877221], [-0.439790, -0.784939, 3.009071], [4.064346, 1.355231, 1.835619], [4.450313, 0.613979, 0.517248], [3.902624, 0.557124, 1.342390]],
  "forces_ev_per_angstrom": [[0.2, -3.0, 0.7], [-0.3, -2.3, -2.8], [0.9, -2.3, 0.0], [-0.7, -0.2, -1.9], [0.6, 2.6, -0.7], [-2.2, 1.4, -1.1], [-0.5, 0.8, 1.0], [-0.9, 1.9, -1.6], [1.1, 2.1, 1.2], [-0.4, 0.3, -0.2], [-0.4, 0.3, 0.2], [-0.2, 0.1, 1.0], [-0.6, -0.7, 1.3], [-0.1, 0.9, -0.2], [1.2, -0.7, 1.7], [0.0, -0.2, 0.2], [1.0, -2.0, 1.3], [1.9, 0.2, -0.9], [-0.5, 0.8, 1.1], [-2.2, -0.2, 0.1], [-0.1, 0.1, -1.5], [2.4, 0.2, 1.1], [0.2, 0.5, 0.2], [-0.5, 0.1, 1.3], [0.2, -0.7, -1.7]],
  "lowdin_charge": [-0.213, -0.170, -0.253, -0.104, -0.166, 0.125, 0.138, 0.169, 0.160, 0.088, 0.112, 0.135, 0.092, 0.060, 0.111, 0.119, 0.189, 0.138, 0.122, 0.030, 0.103, -0.040, 0.039, 0.077, -0.063]
}